{
  "formula": "C3H5NO2",
  "method": "ωB97M-V/def2-TZVPD",
  "homo_lumo_gap_ha": [0.29624, 0.31133],
  "total_charge": 0,
  "lumo_ev": [-0.052, -0.088],
  "total_energy_ev": -8773.046,
  "species": ["C", "C", "C", "N", "O", "O", "H", "H", "H", "H", "H"],
  "coordinates": [[-0.39835, 0.30323, -1.56420], [-1.03545, -0.13827, 1.09844], [0.61529, -0.03903, -0.65196], [-1.30169, 0.62949, -2.22253], [1.38779, 0.88172, 0.03907], [1.22432, -1.23824, -0.76988], [-2.01017, -0.10825, 0.60662], [-0.51548, 0.60273, 1.66882], [-0.75810, -1.04090, 1.59266], [0.73403, 1.49381, 0.39485], [2.05780, -1.34628, -0.19190]],
  "forces_ev_per_angstrom": [[-1.033, 0.643, -1.202], [1.494, -0.654, -1.722], [-0.190, -1.088, 3.980], [1.010, -0.349, 0.562], [-0.503, -0.178, -1.281], [1.441, -0.116, 0.243], [0.393, 0.484, 0.466], [-0.604, 1.185, 0.010], [-0.189, -1.073, -0.090], [0.290, 0.338, 0.138], [-2.108, 0.808, -1.103]]
}



{
  "formula": "C3H5NO2",
  "method": "ωB97M-V/def2-TZVPD",
  "homo_lumo_gap_ha": 0.42935,
  "smiles": "[H]/N=C1\\O[C@]12CO2.[H][H]",
  "total_charge": 0,
  "lumo_ev": 0.962,
  "total_energy_ev": -8772.974,
  "species": ["N", "C", "O", "C", "C", "O", "H", "H", "H", "H", "H"],
  "coordinates": [[-1.76774, -0.02442, 1.24127], [-1.16437, 0.13187, 0.16150], [-1.35295, 0.30554, -1.18373], [-0.00793, 0.26490, -0.64814], [1.22332, -0.20416, -1.22686], [0.95601, 1.18957, -0.87924], [0.46790, -0.25655, 2.19819], [-2.78119, -0.03569, 1.12661], [1.20966, -0.27557, 2.13592], [1.99416, -0.68852, -0.62962], [1.22313, -0.40698, -2.29589]],
  "forces_ev_per_angstrom": [[0.078, 0.057, -0.469], [-0.084, -0.097, 0.444], [-0.225, 0.056, -0.029], [0.206, -0.131, 0.106], [0.116, -0.264, -0.106], [-0.084, 0.208, -0.041], [0.092, -0.016, 0.037], [0.061, 0.035, -0.052], [0.007, 0.004, 0.028], [-0.231, 0.084, -0.054], [0.062, 0.064, 0.135]]
}



{
  "formula": "C3H5NO2",
  "method": "ωB97M-V/def2-TZVPD",
  "homo_lumo_gap_ha": 0.34964,
  "smiles": "[H]/N=C/OC(=C)O",
  "total_charge": 0,
  "lumo_ev": 0.747,
  "total_energy_ev": -8774.913,
  "species": ["C", "C", "O", "O", "C", "N", "H", "H", "H", "H", "H"],
  "coordinates": [[-2.01958, 0.17488, -0.00768], [-0.70468, -0.10662, -0.10392], [-0.38370, -0.90729, -1.14145], [0.27152, 0.34905, 0.68769], [1.59491, 0.19016, 0.35446], [2.44406, 0.43161, 1.24708], [-2.40316, 1.06219, 0.44994], [-1.26037, -0.68976, -1.55923], [-2.67947, -0.68103, -0.13105], [1.75551, -0.13167, -0.67547], [3.38495, 0.30846, 0.87963]],
  "forces_ev_per_angstrom": [[0.002, 0.219, 1.005], [-0.555, 0.325, 0.140], [-0.388, -0.046, -0.016], [-0.044, 0.168, -0.112], [0.235, 0.071, 0.030], [-0.219, -0.045, -0.375], [-0.002, 0.026, 0.708], [1.136, -1.113, -0.782], [-0.095, 0.402, -0.720], [0.021, 0.028, 0.115], [-0.092, -0.034, 0.009]]
}



{
  "formula": "C3H5NO2",
  "method": "ωB97M-V/def2-TZVPD",
  "homo_lumo_gap_ha": 0.36841,
  "total_charge": 0,
  "lumo_ev": 0.863,
  "total_energy_ev": -8775.715,
  "species": ["C", "C", "O", "N", "C", "O", "H", "H", "H", "H", "H"],
  "coordinates": [[1.26320, 0.34758, 1.08736], [0.21797, -0.20535, 0.15157], [0.39730, -1.37977, -0.34483], [-0.86122, 0.44701, -0.20944], [-1.59072, -0.55280, -1.54633], [-2.52941, -0.11839, -2.07915], [2.20879, 0.46996, 0.54837], [1.44118, -0.35843, 1.90440], [0.96031, 1.31274, 1.50393], [-0.98428, 1.40223, 0.10634], [-0.52312, -1.36478, -1.12222]],
  "forces_ev_per_angstrom": [[-0.046, -0.005, -0.017], [-0.080, 0.285, 0.017], [-0.191, 0.098, -0.092], [0.181, 0.039, 0.120], [-0.810, 0.223, -0.574], [0.801, -0.258, 0.535], [-0.182, -0.059, 0.028], [-0.075, 0.061, -0.169], [0.015, -0.183, -0.105], [0.066, -0.144, 0.013], [0.320, -0.056, 0.245]]
}



Computed energy above the lowest of the compared OMol25 structures with the same formula, charge and spin, in the same sequence as the records: 107.2, 108.9, 64.1, 45.7 kcal/mol.